Entry 1:
C24H36CaF3O17 as an isolated structure in a non-equilibrium geometry. Source: the OMol25 dataset; level of theory: ωB97M-V with the def2-TZVPD basis set.

```
! RIJCOSX wB97M-V def2-TZVPD def2/J DEFGRID3
* xyz 1 1
Ca -0.0472 0.2056 0.8789
C 1.7957 1.5021 3.0006
O 0.3552 1.5440 2.8477
O 2.0815 0.5263 2.0873
C 2.3265 2.9334 2.7791
F 1.4615 3.7243 2.1314
F 2.6229 3.5511 3.9635
F 3.5035 2.8959 2.1009
C -0.5209 1.9103 3.9122
C -1.9081 2.0365 3.3304
H -1.8929 2.3842 2.3009
H -2.3998 1.0590 3.2905
H -2.4468 2.6883 4.0203
H -0.2325 2.7755 4.5215
H -0.4817 1.1219 4.6811
H 2.0000 1.1245 4.0095
C 3.6690 -3.1621 -3.6316
C 2.9105 -3.4753 -2.3452
C 3.7445 -3.1539 -1.0804
O 2.9488 -2.0973 -0.4835
C 1.8594 -1.8609 -1.2257
O 1.0806 -0.9704 -0.9847
O 1.6900 -2.7671 -2.1685
H 4.4608 -3.8817 -3.8316
H 4.2033 -2.2134 -3.5048
H 3.0255 -3.0272 -4.4986
H 2.6628 -4.5376 -2.3748
H 4.7013 -2.7192 -1.3615
H 3.8372 -3.9288 -0.3248
C -2.7138 5.7961 -2.2980
C -2.7547 5.0088 -0.9795
C -4.0823 4.2993 -0.6128
O -3.5773 3.0238 -0.1598
C -2.3028 2.8461 -0.5207
O -1.6007 1.9338 -0.2010
O -1.8649 3.9189 -1.1663
H -3.0257 5.1508 -3.1201
H -1.7196 6.1097 -2.6111
H -3.3472 6.6675 -2.1199
H -2.3544 5.5701 -0.1278
H -4.8032 4.3033 -1.4304
H -4.5603 4.6996 0.2788
C 4.9170 2.5839 -2.6942
C 4.2658 2.6792 -1.2787
C 3.6828 4.0991 -0.9888
O 2.3250 3.8469 -0.7267
C 2.0712 2.5493 -0.7216
O 1.0331 2.0637 -0.3860
O 3.1323 1.8501 -1.1421
H 4.8559 1.5377 -2.9792
H 5.9402 2.9469 -2.6112
H 4.4156 3.3082 -3.3350
H 5.1283 2.5921 -0.6170
H 3.7004 4.7021 -1.9012
H 4.2575 4.6133 -0.2217
C -0.0893 -6.2008 2.4054
C -0.8662 -4.9507 2.7963
C -0.4661 -4.3833 4.1686
O -0.1768 -3.0231 3.8578
C -0.2642 -2.7698 2.5493
O 0.1197 -1.7275 2.0844
O -0.6200 -3.8425 1.8813
H -0.7341 -7.0775 2.5361
H 0.7950 -6.4267 2.9955
H 0.1190 -6.3031 1.3395
H -1.9456 -5.0714 2.7501
H 0.4731 -4.7409 4.5859
H -1.3265 -4.4553 4.8315
C -5.0929 -2.2049 -3.2935
C -4.6997 -2.4361 -1.8196
C -3.5548 -3.4978 -1.6974
O -2.4281 -2.7654 -1.3099
C -2.8052 -1.5567 -0.8690
O -2.0709 -0.8405 -0.2554
O -4.0002 -1.2697 -1.3350
H -4.2664 -1.8597 -3.9070
H -5.8488 -1.4211 -3.2008
H -5.5675 -3.0962 -3.6965
H -5.5709 -2.6951 -1.2278
H -3.3211 -4.0420 -2.6118
H -3.8203 -4.2301 -0.9263
*
```

Computed properties:
LUMO = -0.0660 Eh
HOMO-LUMO gap = 7.819 eV
DFT total energy = -3192.40239 hartree



Entry 2:
C24H36Cl5MoP2Sb2 as an isolated structure in a non-equilibrium geometry. Source: the OMol25 dataset; level of theory: ωB97M-V with the def2-TZVPD basis set.

```
! RIJCOSX wB97M-V def2-TZVPD def2/J DEFGRID3
* xyz 3 3
Mo 0.4168 1.0870 -0.5220
C -3.8672 -0.7768 0.2674
Sb -1.7561 -0.6680 -0.1385
C -1.9254 -1.7728 -1.9890
C -1.2138 -2.0623 1.4783
C -1.3663 -3.4895 1.1595
C -2.3945 -4.2049 1.7859
C -2.4414 -5.5803 1.7339
C -1.4510 -6.2766 1.0430
C -0.4786 -5.5764 0.3470
C -0.4389 -4.1834 0.3544
C 0.5623 -3.5530 -0.5699
Sb 1.4791 -1.5627 -0.4538
C 2.9774 -1.9653 1.0338
C 2.5210 -1.7392 -2.3171
H -4.4610 -0.4860 -0.5953
H -4.1678 -0.2017 1.1381
H -4.0414 -1.8359 0.4534
H -2.2547 -2.7930 -1.7953
H -0.9854 -1.7832 -2.5473
H -2.6890 -1.2946 -2.6078
H -1.8828 -1.7876 2.2923
H -0.1886 -1.8176 1.7692
H -3.1230 -3.6640 2.3722
H -3.2274 -6.1087 2.2504
H -1.4591 -7.3555 1.0384
H 0.2510 -6.1287 -0.2239
H 0.1511 -3.5929 -1.5838
H 1.4515 -4.1890 -0.5811
H 3.2239 -3.0205 0.9606
H 2.5954 -1.7509 2.0296
H 3.8799 -1.3868 0.8596
H 3.1005 -2.6586 -2.3014
H 3.1960 -0.8992 -2.4721
H 1.8119 -1.7907 -3.1466
C 2.7789 3.4271 -2.3290
P 1.4882 3.3283 -1.0450
C 2.2580 4.2113 0.3542
C 0.2403 4.5118 -1.6939
C -1.0962 4.2971 -1.0060
P -1.5181 2.5178 -1.0583
C -3.2208 2.4983 -0.4287
C -1.6722 2.1365 -2.8377
H 2.8600 4.4739 -2.6336
H 2.5159 2.8256 -3.2017
H 3.7471 3.1006 -1.9453
H 2.5470 5.2050 0.0001
H 3.1558 3.6901 0.6881
H 1.5779 4.3108 1.2019
H 0.1384 4.3414 -2.7719
H 0.6047 5.5336 -1.5508
H -1.8947 4.8542 -1.5118
H -1.0616 4.6110 0.0451
H -3.6760 3.4796 -0.5717
H -3.2354 2.2610 0.6350
H -3.8059 1.7629 -0.9771
H -2.1010 2.9858 -3.3731
H -2.3367 1.2790 -2.9598
H -0.6858 1.8907 -3.2622
Cl -1.3616 1.0326 2.6440
C 0.3498 1.1316 2.6791
C 1.0106 1.1156 1.4568
C 2.3981 1.1669 1.4740
Cl 3.0466 1.0554 -0.1246
C 3.1643 1.2811 2.6189
Cl 4.8749 1.3855 2.5532
C 2.4681 1.3117 3.8499
Cl 3.3374 1.4870 5.2982
C 1.0583 1.2035 3.8808
Cl 0.2406 1.1639 5.3807
*
```

Computed properties:
⟨S²⟩ = 2.0601
LUMO (alpha / beta) = -0.3814 / -0.3864 Eh
HOMO-LUMO gap (alpha / beta) = 5.581 / 5.462 eV
DFT total energy = -4467.44667 hartree
energy relative to the best compared isomer or geometry (same formula, charge and spin) = 1.055 eV



Entry 3:
C24H36F3O21V2 as an isolated structure in a non-equilibrium geometry. Source: the OMol25 dataset; level of theory: ωB97M-V with the def2-TZVPD basis set.

```
! RIJCOSX wB97M-V def2-TZVPD def2/J DEFGRID3
* xyz 1 1
O 1.5518 1.8024 3.1968
V 0.3558 0.7328 2.9921
O 0.7012 -0.5837 3.8235
O 3.3924 -1.3137 2.2601
V 2.8987 -1.0320 0.7991
O 4.0620 -1.5329 -0.1349
C 0.5147 0.1175 -0.2881
O 1.4164 -0.7888 -0.9020
O 1.0347 0.2785 0.9706
C 0.3647 1.4025 -1.1505
F 1.5320 1.9348 -1.5620
F -0.3171 1.0973 -2.2783
F -0.3405 2.2949 -0.4601
C 1.2693 -1.3438 -2.2058
C 2.1813 -2.5566 -2.3882
H 1.9535 -3.1540 -3.2694
H 3.2376 -2.2867 -2.3602
H 2.0781 -3.2550 -1.5530
H 1.4128 -0.6997 -3.0707
H 0.2767 -1.8051 -2.2009
H -0.4653 -0.3670 -0.2263
C -0.8682 -5.7183 3.4749
C 0.5204 -5.5830 2.8594
C 0.8416 -6.2219 1.4752
O 1.4441 -5.1826 0.7669
C 1.4776 -4.0477 1.4745
O 1.7518 -2.9599 1.0082
O 0.8131 -4.1833 2.5981
H -0.8698 -5.4420 4.5268
H -1.1271 -6.7767 3.4127
H -1.6271 -5.1377 2.9545
H 1.3200 -5.9130 3.5236
H 0.0007 -6.6580 0.9317
H 1.5912 -7.0029 1.6313
C -5.8380 1.3228 2.2944
C -5.1137 0.0395 1.8911
C -4.6991 0.0035 0.4255
O -3.3132 -0.3663 0.5442
C -2.8855 -0.2059 1.7723
O -1.7284 -0.3124 2.0889
O -3.9104 -0.0681 2.6553
H -5.2187 2.1878 2.0599
H -6.2220 1.2999 3.3098
H -6.7147 1.3722 1.6400
H -5.8015 -0.8058 1.9683
H -4.8424 0.9859 -0.0251
H -5.2386 -0.7659 -0.1161
C -0.4658 5.3229 -3.6627
C -1.8670 4.8128 -3.3579
C -2.1184 4.5802 -1.8799
O -2.4725 5.8881 -1.4330
C -2.8953 6.6345 -2.4955
O -3.2063 7.7645 -2.4241
O -2.7206 5.9342 -3.6628
H 0.3042 4.5545 -3.5614
H -0.2500 6.1984 -3.0512
H -0.3895 5.6130 -4.7109
H -2.0957 3.9548 -3.9859
H -1.2623 4.2805 -1.2772
H -2.9107 3.8970 -1.5618
C -1.7325 7.1744 0.9932
C -0.6290 6.3100 1.6083
C -0.8689 6.1400 3.1168
O -1.1676 4.7369 3.2773
C -0.9815 4.0911 2.1214
O -0.6629 2.9235 2.0943
O -0.7531 4.9540 1.1491
H -1.4805 8.1865 1.3110
H -2.7121 6.8721 1.3619
H -1.7602 7.0582 -0.0891
H 0.3615 6.6365 1.3011
H -1.7475 6.6858 3.4574
H -0.0621 6.3811 3.8066
C 5.2544 -6.7252 -1.3812
C 4.6483 -5.3615 -1.6872
C 5.5853 -4.3561 -2.5176
O 5.0852 -4.3662 -3.8327
C 3.8800 -4.9506 -3.8216
O 3.1454 -4.9989 -4.7692
O 3.5987 -5.4702 -2.6467
H 6.2536 -6.7590 -0.9501
H 5.0901 -7.4110 -2.2077
H 4.6844 -7.0937 -0.5190
H 4.2978 -4.7907 -0.8306
H 6.6266 -4.6734 -2.4811
H 5.5439 -3.4310 -1.9384
*
```

Computed properties:
LUMO = -0.1515 Eh
HOMO-LUMO gap = 8.421 eV
DFT total energy = -4703.61526 hartree
energy relative to the best compared isomer or geometry (same formula, charge and spin) = 0.000 eV



Q: Which value of DFT total energy does entry 3 give?
A: -4703.61526 hartree



Q: Among the records above, which one has the lowest DFT total energy?
A: C24H36F3O21V2